Computed, not measured: a structure of composition C50H44BrCl3N4O5ReS2SiTe, with ωB97M-V with the def2-TZVPD basis set.

XYZ file:
```
112
Properties=species:S:1:pos:R:3:forces:R:3
Re 0.826 -1.205 -0.252 -0.765 -0.433 -0.272
Te 2.627 -2.171 -2.053 0.043 -0.031 0.037
Br 4.291 -6.180 2.797 -0.012 0.015 0.002
Cl 2.588 6.755 3.663 0.027 0.035 0.006
Cl -0.939 7.160 2.971 -0.029 0.023 0.023
Cl 0.755 3.244 7.235 -0.002 -0.012 0.022
S -1.407 -4.091 -4.050 -0.032 -0.006 0.067
S -2.460 5.238 4.647 0.032 -0.011 -0.053
Si -0.637 -1.246 2.784 0.051 0.070 0.106
O -0.747 -2.424 -0.828 0.531 0.070 0.388
O -1.946 -3.256 -5.087 -0.028 0.001 -0.009
O -0.647 -5.247 -4.421 0.004 -0.015 -0.031
O 0.312 5.224 0.862 0.008 0.086 -0.050
O -0.465 0.384 -1.375 0.249 -0.447 0.305
N 2.025 0.470 0.216 0.064 0.120 0.061
N -0.544 -3.157 -3.002 0.076 -0.068 -0.029
N -0.655 -0.594 1.148 0.358 0.001 -0.229
N 2.498 2.592 0.509 -0.092 -0.028 0.204
C 1.619 4.882 5.280 0.021 0.019 0.056
C 2.174 -5.057 1.265 -0.043 0.058 -0.027
C -1.710 0.502 -0.732 -0.100 0.271 -0.020
C -0.428 0.499 -2.777 0.068 0.244 -0.246
C -1.088 -3.069 2.763 0.051 0.043 0.008
C 2.570 -1.421 -4.037 -0.023 0.144 0.161
C -2.738 1.229 -1.297 0.012 0.002 -0.124
C 0.908 3.141 3.260 0.084 -0.108 0.063
C 1.046 3.660 5.583 0.027 0.030 -0.073
C 2.822 -0.675 -6.708 0.021 0.017 0.015
C -3.815 -5.315 -3.035 0.005 -0.001 -0.068
C -2.226 3.408 2.892 -0.110 0.015 -0.028
C 0.707 2.774 4.578 0.007 -0.003 -0.022
C 3.031 -2.438 1.561 -0.022 0.016 -0.032
C 3.396 0.611 0.213 0.020 -0.059 0.028
C 3.695 1.914 0.415 0.033 -0.010 -0.069
C 1.541 4.853 1.476 -0.031 -0.110 -0.051
C 1.876 -2.679 0.806 -0.252 0.207 -0.150
C 1.068 -0.936 3.521 -0.008 -0.083 -0.067
C 1.518 1.685 0.394 0.161 0.026 -0.153
C -4.657 -5.420 -1.933 0.003 0.004 0.017
C 0.574 1.541 -4.673 0.027 -0.078 -0.071
C 1.445 4.375 2.904 0.123 0.126 0.080
C -3.074 -0.062 1.115 0.102 -0.070 0.005
C -0.326 0.882 -5.497 0.075 -0.017 0.035
C -1.316 -0.189 -3.582 0.016 -0.062 0.056
C 1.819 5.222 3.954 0.020 -0.111 -0.016
C -2.775 3.643 4.110 0.006 0.035 0.045
C -1.532 4.530 2.356 -0.117 0.107 -0.050
C 3.311 -4.769 2.000 0.029 -0.013 0.033
C -2.400 -3.872 -1.720 0.026 0.014 0.097
C -1.601 5.595 3.200 -0.034 -0.079 0.050
C 3.747 -3.463 2.156 0.021 -0.041 0.014
C 1.987 -1.723 -6.352 -0.063 0.035 0.000
C 3.533 0.003 -5.727 0.019 -0.018 0.004
C 2.427 4.055 0.503 0.022 0.076 -0.072
C 3.413 -0.372 -4.396 -0.037 -0.006 -0.081
C 0.531 1.344 -3.301 -0.077 0.054 0.123
C -1.790 -0.085 0.540 -0.196 0.073 0.129
C -1.122 -3.107 -1.847 -0.223 0.078 -0.140
C 1.855 -2.095 -5.019 -0.028 -0.013 -0.047
C -0.882 4.486 1.001 -0.031 -0.002 0.023
C -1.253 0.005 -4.952 -0.030 -0.005 -0.025
C -4.136 0.609 0.533 -0.009 0.084 -0.055
C 1.474 -4.016 0.673 0.015 -0.080 0.058
C -4.380 -4.744 -0.747 0.021 0.005 -0.006
C -3.968 1.296 -0.661 -0.007 -0.055 0.117
C -3.241 -3.957 -0.626 -0.004 -0.022 -0.036
C -2.694 -4.524 -2.899 0.051 0.021 0.029
C -1.811 -0.394 4.000 -0.012 -0.014 -0.071
H 0.599 2.434 2.502 -0.034 0.065 0.005
H -5.061 -4.835 0.089 -0.007 -0.010 -0.002
H 3.990 0.140 -3.636 -0.001 0.010 0.010
H -2.045 -0.860 -3.149 0.000 0.035 -0.028
H -3.233 -0.594 2.040 -0.029 0.025 0.006
H -0.954 -3.478 1.762 0.003 -0.032 -0.002
H 3.451 4.383 0.674 0.008 -0.051 -0.010
H -3.011 -3.419 0.284 0.009 -0.007 0.027
H 0.468 1.919 0.401 0.017 -0.070 -0.008
H 1.631 -0.187 2.959 0.007 0.018 0.014
H -4.783 1.850 -1.106 -0.001 -0.001 -0.017
H -0.766 3.435 0.704 0.001 0.019 0.005
H 1.325 2.194 -5.095 0.000 0.013 -0.011
H 1.431 -2.262 -7.109 -0.004 0.007 -0.003
H 2.929 -0.392 -7.748 -0.008 -0.001 -0.007
H 4.196 0.815 -6.001 0.006 0.007 0.002
H -5.546 -6.033 -2.000 -0.010 0.001 -0.002
H -3.339 2.967 4.731 -0.008 -0.027 -0.009
H 2.136 4.379 -0.497 0.044 0.015 -0.005
H 1.665 -1.846 3.547 0.006 0.014 0.020
H -5.100 0.602 1.024 -0.002 -0.011 0.005
H 4.642 2.420 0.471 -0.009 0.032 0.003
H 1.905 5.566 6.066 -0.002 0.002 0.005
H 3.380 -1.426 1.716 0.012 -0.025 0.011
H 4.635 -3.252 2.735 0.007 0.002 -0.001
H -1.376 -0.505 4.997 0.001 -0.005 0.021
H -1.548 4.944 0.266 -0.010 -0.071 -0.007
H 0.601 -4.262 0.085 0.014 0.013 -0.023
H -0.286 1.030 -6.568 0.008 -0.008 -0.011
H -2.308 2.472 2.358 -0.040 -0.143 -0.021
H -2.583 1.711 -2.254 -0.024 -0.004 0.023
H 2.063 5.808 1.508 -0.045 -0.011 -0.025
H -2.803 -0.846 4.033 -0.004 0.012 0.000
H -2.127 -3.229 3.060 -0.017 0.022 -0.003
H -1.927 -0.549 -5.592 0.007 -0.017 0.024
H 1.204 -2.915 -4.749 0.063 0.024 -0.008
H -0.454 -3.642 3.444 -0.011 -0.023 0.009
H 0.271 1.817 4.819 -0.045 -0.074 0.017
H -4.032 -5.830 -3.960 -0.009 -0.002 -0.006
H 1.844 -6.078 1.140 0.015 -0.013 0.009
H 4.043 -0.228 0.034 0.002 0.011 -0.006
H -1.935 0.672 3.810 0.029 0.095 -0.005
H 0.974 -0.584 4.550 -0.037 0.042 0.011
H 1.232 1.838 -2.639 -0.015 0.006 0.005
```
Positions in Å, forces in eV/Å.

## Properties
* energy relative to the best compared isomer or geometry (same formula, charge and spin): 0.000 eV
* molecular weight: 1373.21 Da
* highest occupied orbital energy (alpha / beta): -0.2621 / -0.2703 hartree
* multiplicity: 4